*P*
Density functional theory data (ωB97M-V/def2-TZVPD) for a cluster of 3 separate species, C3H11NO3 in total.

As for the spin multiplicity: 2. As for the LUMO energy (alpha / beta): -4.064 / -9.157 eV. For the HOMO energy (alpha / beta), the calculation gives -0.5468 / -0.5448 hartree. As for the HOMO-LUMO gap (alpha / beta): 0.397 / 0.208 Ha. As for the net charge: +1. The expectation value of S² is 0.75.

XYZ file:
```
18
Properties=species:S:1:pos:R:3:lowdin_charge:R:1
C -2.768 -0.008 -0.369 -0.042
C -1.449 0.784 -0.272 -0.099
C -0.377 -0.141 0.246 -0.407
N -0.057 -0.115 1.515 0.273
O 0.092 -1.028 -0.509 0.336
H -3.576 0.629 -0.005 0.097
H -2.979 -0.293 -1.401 0.095
H -2.755 -0.942 0.174 0.087
H -1.541 1.712 0.309 0.145
H -1.163 1.143 -1.271 0.142
H -0.204 0.713 2.084 0.163
H 0.721 -0.695 1.825 0.163
H 3.007 -2.765 -1.561 0.051
H 2.155 -1.520 -1.243 -0.009
O 3.056 -1.866 -1.222 -0.045
H 2.739 0.721 0.337 0.040
H 2.863 2.207 0.672 0.066
O 2.237 1.466 0.690 -0.056
```

=====

*Q*
Density functional theory data (ωB97M-V/def2-TZVPD) for a cluster of 4 separate species, C3H11NO3 in total.

As for the spin multiplicity: 2. As for the LUMO energy (alpha / beta): -7.966 / -7.608 eV. For the HOMO energy (alpha / beta), the calculation gives -0.5700 / -0.5590 hartree. As for the HOMO-LUMO gap (alpha / beta): 0.277 / 0.279 Ha. As for the net charge: +1. The expectation value of S² is 1.77.

XYZ file:
```
18
Properties=species:S:1:pos:R:3:lowdin_charge:R:1
C 0.917 -0.740 0.072 -0.306
C 1.110 0.418 -0.854 -0.052
C -0.514 -1.003 0.476 -0.001
N 0.289 -1.990 -0.491 0.253
H 1.696 -0.962 0.838 0.171
H 1.547 1.299 -0.270 0.123
H 0.109 0.752 -1.210 0.071
H -1.305 -0.521 -0.030 0.078
H -0.666 -1.384 1.499 0.144
H -0.223 -1.787 -1.413 0.082
H -0.495 1.393 1.460 0.024
O -1.353 1.662 0.780 -0.075
H -1.355 -1.192 -3.016 0.052
H 1.763 0.150 -1.702 0.107
O -1.045 -0.730 -2.279 0.150
H -1.864 2.428 1.138 0.081
H 0.781 1.284 2.932 0.069
O 0.608 0.923 2.069 0.029
```

=====

Quick one: least stable of them? *Q*

=====

*P*
Density functional theory data (ωB97M-V/def2-TZVPD) for an isolated molecule of C7H6N2.

As for the LUMO energy (alpha / beta): -1.152 / -1.268 eV. For the HOMO energy (alpha / beta), the calculation gives -0.3244 / -0.3128 hartree. As for the HOMO-LUMO gap (alpha / beta): 0.282 / 0.266 Ha. As for the net charge: 0.

XYZ file:
```
15
Properties=species:S:1:pos:R:3:lowdin_charge:R:1
C 0.220 -2.040 -1.240 -0.033
C -0.139 0.695 1.187 -0.460
C -0.039 -1.014 -0.187 -0.398
N -0.815 -0.961 0.773 0.178
N 0.535 0.786 2.266 0.155
C 0.855 0.316 -0.239 -0.148
C -1.183 1.544 0.718 -0.087
C 1.794 0.821 -0.848 0.226
C -2.055 2.286 0.355 0.153
H 0.123 0.266 3.039 0.078
H 1.265 -2.352 -1.201 0.085
H -0.434 -2.897 -1.077 0.081
H 0.032 -1.611 -2.225 0.086
H 2.652 1.206 -1.345 0.050
H -2.811 2.953 0.024 0.032
```

=====

*Q*
Density functional theory data (ωB97M-V/def2-TZVPD) for an isolated molecule of C7H6N2.

As for the LUMO energy: 0.221 eV. For the HOMO energy, the calculation gives -0.2910 hartree. As for the SMILES: c1ccn2nccc2c1. As for the HOMO-LUMO gap: 0.299 Ha. As for the net charge: 0.

XYZ file:
```
15
Properties=species:S:1:pos:R:3:lowdin_charge:R:1
C -0.660 0.066 2.387 -0.131
C -1.500 -0.390 1.270 -0.037
C -0.757 -0.244 0.115 -0.303
C -0.808 -0.169 -1.217 -0.056
C 0.211 0.368 -2.025 -0.101
C 1.555 0.405 -1.590 -0.037
C 1.567 0.427 -0.134 0.061
H -0.986 -0.232 3.455 0.131
H -2.441 -1.128 1.343 0.136
H -1.770 -0.734 -1.641 0.167
H -0.030 -0.005 -3.033 0.101
H 2.476 0.394 -2.126 0.087
H 2.283 0.658 0.613 0.094
N 0.366 0.232 0.684 -0.148
N 0.495 0.352 1.899 0.036
```

=====

Quick one: least stable of them? *P*

=====

*P*
Density functional theory data (ωB97M-V/def2-TZVPD) for an isolated molecule of C2H4NP.

As for the spin multiplicity: 3. As for the LUMO energy (alpha / beta): 1.186 / -2.394 eV. For the HOMO energy (alpha / beta), the calculation gives -0.1849 / -0.3633 hartree. As for the HOMO-LUMO gap (alpha / beta): 0.228 / 0.275 Ha. As for the net charge: 0. The expectation value of S² is 2.01.

XYZ file:
```
8
Properties=species:S:1:pos:R:3:lowdin_charge:R:1
C 0.260 -0.948 -0.043 -0.333
C -0.632 0.165 -0.207 -0.601
N 0.057 1.426 0.253 -0.194
P -0.064 0.151 1.473 0.773
H -0.161 -1.909 -0.035 0.032
H 1.260 -0.974 -0.606 0.105
H -1.694 0.289 -0.867 0.160
H 0.973 1.798 0.031 0.057
```

=====

*Q*
Density functional theory data (ωB97M-V/def2-TZVPD) for a cluster of 2 separate species, C2H4NP in total.

As for the spin multiplicity: 3. As for the LUMO energy (alpha / beta): 0.457 / -0.965 eV. For the HOMO energy (alpha / beta), the calculation gives -0.2398 / -0.3609 hartree. As for the HOMO-LUMO gap (alpha / beta): 0.257 / 0.325 Ha. As for the net charge: 0. The expectation value of S² is 2.01.

XYZ file:
```
8
Properties=species:S:1:pos:R:3:lowdin_charge:R:1
C 0.119 -1.834 0.142 -0.475
C -0.394 1.577 0.145 -0.067
N 1.330 -1.448 0.175 -0.225
P 0.510 -0.780 -1.184 0.754
H -0.353 -2.723 0.483 0.050
H -0.273 1.511 1.214 -0.014
H -1.283 1.562 -0.536 0.002
H 0.344 2.135 -0.439 -0.025
```

=====

Quick one: least stable of them? *P*

=====

*P*
Density functional theory data (ωB97M-V/def2-TZVPD) for the ion C4H6NO2 with charge +1.

As for the LUMO energy: -6.807 eV. For the HOMO energy, the calculation gives -0.5339 hartree. As for the HOMO-LUMO gap: 0.284 Ha. As for the net charge: +1.

XYZ file:
```
13
Properties=species:S:1:pos:R:3:lowdin_charge:R:1
C -0.248 0.580 0.576 0.069
C -1.402 0.089 0.351 0.113
C 0.918 0.785 -0.475 -0.138
C -2.284 -0.840 -0.040 0.007
N 2.975 0.154 0.387 -0.005
O 3.860 -0.591 0.315 0.154
O 1.785 -0.261 -0.258 -0.067
H 0.146 0.955 1.524 0.171
H 0.481 0.826 -1.505 0.160
H 1.296 1.686 -0.228 0.086
H -2.211 -0.954 -1.055 0.120
H -3.376 -0.625 -0.051 0.155
H -1.939 -1.803 0.461 0.174
```

=====

*Q*
Density functional theory data (ωB97M-V/def2-TZVPD) for the ion C4H6NO2 with charge +1.

As for the LUMO energy: -5.899 eV. For the HOMO energy, the calculation gives -0.5968 hartree. As for the SMILES: C[N+]1=CCOC1=O. As for the HOMO-LUMO gap: 0.380 Ha. As for the net charge: +1.

XYZ file:
```
13
Properties=species:S:1:pos:R:3:lowdin_charge:R:1
C 0.645 0.340 -0.683 0.117
C -0.852 -1.028 0.423 -0.279
C 0.781 -0.988 -1.327 -0.121
C -0.488 1.285 1.191 0.048
N -0.176 0.240 0.257 -0.005
O -1.518 -1.369 1.263 0.327
O -0.215 -1.822 -0.793 0.038
H 1.255 1.097 -1.041 0.161
H 0.801 -1.022 -2.406 0.160
H 1.679 -1.465 -1.028 0.153
H -1.554 1.531 0.967 0.138
H 0.215 2.233 1.002 0.176
H -0.572 0.968 2.176 0.087
```

=====

Quick one: least stable of them? *P*

=====

*P*
Density functional theory data (ωB97M-V/def2-TZVPD) for the ion C3H6BrN2 with charge +1.

As for the LUMO energy (alpha / beta): -7.348 / -6.814 eV. For the HOMO energy (alpha / beta), the calculation gives -0.4949 / -0.5184 hartree. As for the HOMO-LUMO gap (alpha / beta): 0.225 / 0.268 Ha. As for the net charge: +1.

XYZ file:
```
12
Properties=species:S:1:pos:R:3:lowdin_charge:R:1
C -1.740 -0.196 -0.702 -0.184
C 0.655 0.416 -0.334 -0.300
C -2.690 -0.134 0.433 -0.450
N -0.560 0.245 -0.912 0.137
N 1.212 -0.400 0.668 0.133
Br -4.470 -0.492 0.074 0.906
H -2.387 -0.363 -1.595 0.116
H 1.374 0.459 -1.162 0.171
H 0.672 1.550 -0.271 0.206
H -2.415 0.263 1.405 0.068
H 2.221 -0.333 0.556 0.122
H 0.703 -1.129 1.033 0.075
```

=====

*Q*
Density functional theory data (ωB97M-V/def2-TZVPD) for a cluster of 2 separate species, C3H6BrN2 in total.

As for the LUMO energy (alpha / beta): -4.560 / -4.560 eV. For the HOMO energy (alpha / beta), the calculation gives -0.4622 / -0.4622 hartree. As for the HOMO-LUMO gap (alpha / beta): 0.295 / 0.295 Ha. As for the net charge: +1.

XYZ file:
```
12
Properties=species:S:1:pos:R:3:lowdin_charge:R:1
C -0.914 -0.409 -0.129 -0.594
C 0.309 1.731 -0.405 -0.030
C -0.163 -2.763 -0.081 0.092
N -0.606 -1.577 -0.159 -0.075
N 1.215 1.798 0.467 0.128
Br -2.643 0.312 0.093 0.746
H 0.498 1.193 -1.376 0.124
H -0.741 2.267 -0.199 0.123
H 0.025 -3.217 0.950 0.137
H -0.263 -3.403 -0.842 0.050
H 2.179 1.697 0.344 0.121
H 1.104 2.373 1.338 0.177
```

=====

Quick one: least stable of them? *P*

=====

*P*
Density functional theory data (ωB97M-V/def2-TZVPD) for an isolated molecule of C5H7Cl.

As for the LUMO energy: 1.123 eV. For the HOMO energy, the calculation gives -0.3498 hartree. As for the SMILES: Cl[C@@H]1[C@H]2CC[C@@H]12. As for the HOMO-LUMO gap: 0.391 Ha. As for the net charge: 0.

XYZ file:
```
13
Properties=species:S:1:pos:R:3:lowdin_charge:R:1
C 0.620 0.834 0.011 -0.152
C 0.637 -0.726 0.166 -0.132
C -0.764 0.690 -0.552 -0.251
C -0.790 -0.809 -0.487 -0.224
C -1.727 -0.047 0.430 -0.652
Cl -3.409 -0.027 0.006 0.629
H 0.737 1.183 0.997 0.079
H 1.474 1.181 -0.707 0.143
H 1.479 -1.027 -0.488 0.108
H 0.648 -1.100 1.239 0.122
H -1.309 1.387 -1.191 0.123
H -1.135 -1.618 -1.071 0.113
H -1.604 0.003 1.496 0.093
```

=====

*Q*
Density functional theory data (ωB97M-V/def2-TZVPD) for an isolated molecule of C5H7Cl.

As for the LUMO energy: 1.183 eV. For the HOMO energy, the calculation gives -0.3350 hartree. As for the SMILES: Cl/C=C/C1CC1. As for the HOMO-LUMO gap: 0.378 Ha. As for the net charge: 0.

XYZ file:
```
13
Properties=species:S:1:pos:R:3:lowdin_charge:R:1
C -1.878 0.344 -0.076 -0.559
C -1.050 -0.680 -0.200 -0.163
C 0.428 -0.518 -0.482 -0.238
C 1.394 -0.304 0.670 -0.137
C 1.141 0.839 -0.219 -0.113
H -1.648 1.364 0.077 0.047
H -1.472 -1.676 -0.051 0.102
H 0.811 -1.138 -1.281 0.126
H 1.072 -0.160 1.697 0.114
H 2.259 -0.808 0.599 0.056
H 0.594 1.693 0.138 0.088
H 1.934 1.025 -0.956 0.104
Cl -3.584 0.020 0.084 0.573
```

=====

*R*
Density functional theory data (ωB97M-V/def2-TZVPD) for an isolated molecule of C5H7Cl.

As for the LUMO energy: 1.032 eV. For the HOMO energy, the calculation gives -0.3256 hartree. As for the SMILES: Cl/C=C/C1CC1. As for the HOMO-LUMO gap: 0.364 Ha. As for the net charge: 0.

XYZ file:
```
13
Properties=species:S:1:pos:R:3:lowdin_charge:R:1
C -1.730 0.128 -0.165 -0.637
C -0.858 -0.964 -0.240 -0.112
C 0.583 -0.531 -0.478 -0.294
C 1.324 -0.131 0.842 -0.114
C 0.850 0.861 -0.120 -0.248
H -1.460 1.064 -0.862 0.117
H -1.170 -1.942 0.074 0.090
H 1.367 -0.928 -1.277 0.174
H 0.750 -0.289 1.825 0.141
H 2.275 -0.422 0.872 0.040
H -0.043 1.553 0.179 0.107
H 1.513 1.542 -0.842 0.148
Cl -3.402 0.060 0.192 0.590
```

=====

*S*
Density functional theory data (ωB97M-V/def2-TZVPD) for an isolated molecule of C5H7Cl.

As for the LUMO energy: 0.913 eV. For the HOMO energy, the calculation gives -0.3330 hartree. As for the SMILES: C=C(Cl)/C=C/C. As for the HOMO-LUMO gap: 0.367 Ha. As for the net charge: 0.

XYZ file:
```
13
Properties=species:S:1:pos:R:3:lowdin_charge:R:1
C 2.155 -0.679 -0.094 -0.097
C 0.756 -0.101 -0.263 -0.136
C -0.393 -0.551 0.293 -0.180
C -1.643 0.105 0.020 -0.763
C -1.879 1.398 0.029 -0.015
H 2.772 0.150 0.286 0.071
H 2.634 -1.062 -1.007 0.073
H 2.208 -1.477 0.677 0.078
H 0.645 0.732 -0.947 0.102
H -0.350 -1.359 1.013 0.106
H -2.866 1.822 -0.112 0.065
H -1.070 2.053 0.248 0.062
Cl -2.969 -1.032 -0.143 0.634
```

=====

Quick one: least stable of them? *R*

=====

*P*
Density functional theory data (ωB97M-V/def2-TZVPD) for a cluster of 13 separate species, C5H39N3O12 in total.

As for the LUMO energy: -0.206 eV. For the HOMO energy, the calculation gives -0.2969 hartree. As for the HOMO-LUMO gap: 0.289 Ha. As for the net charge: 0.

XYZ file:
```
59
Properties=species:S:1:pos:R:3:lowdin_charge:R:1
C 1.367 0.258 3.090 -0.179
N 0.031 0.651 3.540 -0.102
C -0.577 1.947 3.091 -0.091
C 1.364 -0.817 1.956 -0.349
C 0.283 -0.785 0.904 -0.171
C 0.328 0.548 0.096 -0.230
N 0.575 0.429 -1.372 0.024
N 2.675 -0.700 1.167 0.033
H 1.966 1.118 2.768 0.104
H 1.840 -0.128 4.026 0.117
H -0.652 -0.081 3.421 0.057
H -0.301 2.225 2.061 0.031
H -1.656 1.856 3.141 0.075
H -0.174 2.765 3.696 0.074
H 1.416 -1.717 2.550 0.107
H -0.661 -0.781 1.496 0.074
H 0.318 -1.657 0.196 0.096
H 1.161 1.136 0.623 0.086
H -0.691 1.072 0.245 0.130
H 1.132 -0.428 -1.481 0.025
H -0.290 0.208 -1.819 0.044
H 3.376 -1.189 1.709 0.076
H 2.632 -1.029 0.191 0.059
H -1.246 -3.223 2.609 0.051
H -1.333 -2.247 3.799 0.061
O -0.949 -2.366 2.924 -0.039
H -0.815 -4.670 -0.730 0.082
H -0.387 -3.295 -0.364 0.040
O -1.085 -3.750 -0.854 -0.033
H -3.226 -0.969 0.822 -0.011
H -4.303 -0.462 1.783 0.032
O -3.379 -0.283 1.535 -0.116
H -1.955 2.361 -3.786 0.037
H -2.187 1.992 -2.281 0.041
O -2.414 1.772 -3.189 -0.053
H 2.145 1.774 -1.747 0.006
H 3.046 2.464 -2.926 0.052
O 2.513 2.570 -2.144 -0.066
H 2.808 -1.903 -2.367 0.050
H 1.303 -2.510 -2.388 0.015
O 2.053 -2.142 -1.823 -0.104
H -0.599 -2.175 -3.780 0.067
H -0.630 -3.291 -2.549 0.019
O -0.128 -2.810 -3.231 -0.054
H -3.614 -1.828 -1.331 0.019
H -3.128 -2.997 -0.362 0.026
O -3.503 -2.117 -0.393 -0.072
H -2.652 -0.241 -2.972 0.029
H -4.007 -0.255 -2.205 0.057
O -3.413 -0.801 -2.725 -0.058
H 3.582 2.373 -0.204 0.028
H 3.294 1.300 0.964 0.007
O 3.475 2.250 0.761 -0.104
H 0.674 3.456 0.849 0.013
H 2.211 3.708 0.566 0.003
O 1.333 3.737 0.217 -0.043
H 0.317 3.237 -3.416 0.025
H 0.711 3.212 -1.844 -0.025
O 0.029 3.229 -2.512 -0.071
```

=====

*Q*
Density functional theory data (ωB97M-V/def2-TZVPD) for a cluster of 13 separate species, C5H39N3O12 in total.

As for the LUMO energy: -0.044 eV. For the HOMO energy, the calculation gives -0.3309 hartree. As for the HOMO-LUMO gap: 0.329 Ha. As for the net charge: 0.

XYZ file:
```
59
Properties=species:S:1:pos:R:3:lowdin_charge:R:1
C -1.650 -2.755 0.518 -0.187
N -0.212 -2.732 0.799 -0.130
C 0.301 -3.961 1.437 -0.118
C -2.279 -1.258 0.687 -0.364
C -3.072 -1.038 -0.614 -0.066
N -1.327 -0.244 1.162 -0.038
C -1.346 -0.013 2.650 -0.221
N -0.023 -0.191 3.346 0.044
H -2.227 -3.404 1.215 0.113
H -1.982 -3.121 -0.480 0.100
H 0.160 -2.693 -0.146 0.094
H 1.206 -3.727 2.118 0.095
H -0.449 -4.319 2.106 0.051
H 0.642 -4.714 0.666 0.092
H -3.080 -1.469 1.441 0.126
H -3.587 -0.089 -0.485 0.076
H -3.566 -2.017 -0.651 0.080
H -2.380 -0.962 -1.447 0.062
H -0.366 -0.394 0.921 0.044
H -1.706 1.018 2.607 0.093
H -2.138 -0.671 3.039 0.110
H 0.056 -1.152 3.662 0.067
H 0.733 0.019 2.716 0.024
H -0.343 1.897 -3.003 -0.017
H -0.264 2.975 -4.046 0.054
O -0.861 2.293 -3.727 -0.052
H 3.031 -1.049 -1.805 0.024
H 3.575 0.428 -1.750 0.030
O 3.661 -0.449 -1.360 -0.060
H -0.305 -2.917 -4.599 0.069
H -0.717 -1.716 -3.657 0.043
O -0.241 -1.965 -4.447 -0.028
H 0.712 1.768 4.896 0.030
H 1.528 2.451 3.709 -0.004
O 1.475 2.330 4.666 -0.078
H 0.194 0.674 -0.623 0.046
H 0.612 1.698 -1.823 0.041
O 0.075 0.874 -1.588 -0.093
H -0.942 4.984 -0.359 0.009
H -1.286 3.658 -0.876 0.019
O -0.577 4.352 -0.980 -0.085
H -0.714 3.386 2.608 0.016
H -1.347 4.711 1.992 0.019
O -1.504 3.916 2.492 -0.043
H 3.451 -0.969 0.301 0.011
H 2.013 -1.407 0.508 -0.016
O 2.866 -1.445 0.937 -0.081
H 2.991 1.488 2.217 0.048
H 2.064 0.727 1.126 -0.015
O 2.468 1.533 1.424 -0.029
H -2.405 2.022 -2.371 0.048
H -2.250 1.368 -1.122 -0.013
O -2.555 2.234 -1.415 -0.076
H 1.299 -2.118 -3.566 -0.012
H 2.589 -2.984 -3.453 0.055
O 2.056 -2.323 -2.996 -0.058
H 2.420 2.057 -0.922 0.014
H 3.096 3.060 -1.813 0.094
O 2.419 2.344 -1.841 -0.057
```

=====

Quick one: least stable of them? *Q*